(1)
Here is a molecular structure, C23H41BrGaP2 from OMol25. Energies are from ωB97M-V/def2-TZVPD.

HOMO (eV): -9.9
Lowest unoccupied orbital energy (eV): -6.557
Electronic energy (eV): -165502.881
Orbital gap (eV): 3.31

Geometry as ORCA input:
```
! wB97M-V def2-TZVPD RIJCOSX def2/J DEFGRID3
* xyz 1 1
Ga 4.17451 1.42292 -1.23731
C -1.55804 -0.80174 3.93700
C -1.19310 -1.85479 3.04161
C 0.72384 -1.07105 4.07730
C -0.36934 -0.31714 4.56503
C 0.22060 -2.02080 3.13006
C -2.94708 -0.36717 4.19828
H -3.55725 -0.36574 3.27879
H -2.98400 0.64873 4.62241
H -3.44752 -1.04245 4.91960
C -0.24738 0.79855 5.53218
H -1.15206 1.41695 5.54251
H 0.61487 1.42673 5.25554
H -0.08248 0.42390 6.55456
C 2.14589 -0.84767 4.47020
H 2.40736 -1.30984 5.44501
H 2.36498 0.23394 4.54330
H 2.84774 -1.24013 3.72070
C 1.01187 -3.00870 2.37278
H 0.97503 -4.01726 2.83368
H 2.06297 -2.68339 2.33203
H 0.64162 -3.08254 1.33558
C -2.10358 -2.65143 2.18901
H -2.00725 -3.73026 2.39275
H -1.90610 -2.49247 1.11488
H -3.15204 -2.38500 2.36927
C -1.34896 1.57281 0.90846
C -2.63057 1.20903 0.93851
C -3.32074 0.31561 -0.02437
C -2.55477 -0.12211 -1.32173
C -1.45474 -1.13677 -1.17667
C -0.20820 -0.94209 -0.65705
C 0.50388 0.33468 -0.26833
C -0.35455 1.60624 -0.20435
H -4.26919 0.75321 -0.37912
H -2.31583 0.75327 -1.93269
H -3.64547 -0.52740 0.59400
H -0.85219 1.70010 -1.18970
H -0.92969 1.80259 1.88999
H -3.11830 1.34110 1.89884
H 0.28078 2.50641 -0.00741
H 1.07431 0.29040 0.67637
H 0.46430 -1.77978 -0.44379
H 1.29310 0.56388 -1.01690
H -3.36635 -0.57127 -1.93173
H -1.79154 -2.15746 -1.43712
P 0.36165 1.88094 -3.14400
C -0.02770 3.55671 -3.78607
C -0.83111 0.98230 -4.24369
P 2.88998 0.15365 -3.24468
C 1.91540 1.53853 -3.99862
C 1.93469 -1.15437 -4.15603
C 4.30457 0.15866 -4.44522
H 0.79503 4.22904 -3.51971
H -0.96107 3.92883 -3.34350
H -0.12387 3.45679 -4.87233
H -0.63326 1.37398 -5.24653
H -1.87894 1.17453 -3.96860
H -0.66104 -0.09750 -4.22244
H 3.93731 0.34763 -5.46759
H 4.77018 -0.83853 -4.39554
H 5.03386 0.92136 -4.13464
H 2.52225 2.45077 -3.95799
H 1.60158 1.29466 -5.02071
H 2.49856 -2.08795 -4.23429
H 1.70791 -0.83791 -5.18411
H 0.99325 -1.39218 -3.65808
Br 4.91145 0.36546 0.79239
*
```

Löwdin atomic charge list, values in e, 4 entries: 0.17, -0.05, -0.17, -0.12

=====

(2)
Here is a molecular structure, C52H63GeN5O3S4Si3Sn from OMol25. Energies are from ωB97M-V/def2-TZVPD.

HOMO (spin up / spin down) (eV): -14.3 / -14.3
Lowest unoccupied orbital energy (spin up / spin down) (eV): -8.814 / -10.882
Relative energy (zero: lowest compared OMol25 entry of this formula, charge and spin) (kJ/mol): 105.1
Electronic energy (eV): -197839.752
Orbital gap (spin up / spin down) (eV): 5.52 / 3.44

Geometry as ORCA input:
```
! wB97M-V def2-TZVPD RIJCOSX def2/J DEFGRID3
* xyz 3 2
Sn 0.29791 0.29689 -0.40710
C -1.70456 4.93864 -0.39930
O -1.81465 4.29369 -1.66752
C -1.49682 3.02232 -1.48612
N -1.24877 2.62458 -0.29322
C -1.46429 3.76945 0.59306
C -0.36003 4.07534 1.57530
C -0.37764 5.31013 2.21828
C 0.61990 5.64528 3.11501
C 1.64087 4.74826 3.38612
C 1.65942 3.51736 2.75349
C 0.65718 3.18094 1.86012
C -1.50176 2.15722 -2.66809
C -1.90775 2.64852 -3.90769
C -1.90555 1.79003 -4.99781
C -1.45697 0.49177 -4.82010
C -1.02666 0.10610 -3.55156
N -1.09152 0.90417 -2.49212
C -0.37930 -1.19100 -3.35761
N -0.09126 -1.70944 -2.22219
C 0.54425 -3.00401 -2.49962
C 0.77795 -2.95002 -4.02551
O -0.02897 -1.85060 -4.44942
C 1.78243 -3.29053 -1.68227
C 2.79892 -4.08888 -2.19518
C 3.91280 -4.38617 -1.42795
C 4.02121 -3.89453 -0.13780
C 3.00136 -3.12228 0.39139
C 1.88963 -2.82689 -0.37850
H -2.62378 5.49871 -0.22906
H -0.85401 5.62646 -0.43884
H -2.37759 3.55329 1.16588
H -1.16166 6.02035 2.00428
H 0.60432 6.61067 3.59528
H 2.42264 5.01145 4.08080
H 2.46594 2.82526 2.94074
H 0.68421 2.21524 1.35594
H -2.21011 3.68051 -3.99395
H -2.21996 2.13888 -5.96994
H -1.39463 -0.20758 -5.63831
H -0.20163 -3.77839 -2.26341
H 0.45417 -3.83482 -4.57110
H 1.82111 -2.71920 -4.26826
H 2.72343 -4.49287 -3.19143
H 4.69104 -5.00778 -1.84304
H 4.89013 -4.12150 0.45895
H 3.06926 -2.75700 1.40724
H 1.07998 -2.23306 0.04652
C -6.42661 -2.38530 -1.42036
Si -4.73173 -1.64739 -1.88827
C -4.82631 0.12822 -2.59308
C -3.65856 -2.79414 -2.96850
Ge -3.69044 -1.41799 0.39787
Si -4.20529 0.55222 1.90800
C -4.71453 1.92962 0.68656
C -5.71874 -0.14721 2.83686
C -2.67152 0.95723 2.96249
Si -2.80329 -3.51866 1.56554
C -1.63658 -4.36956 0.32068
C -4.46719 -4.42148 1.81382
C -1.90031 -2.96063 3.14419
H -7.06813 -2.50335 -2.28837
H -6.94991 -1.74267 -0.71629
H -6.31880 -3.36556 -0.96357
H -5.20923 0.12845 -3.61043
H -3.84523 0.59991 -2.60666
H -5.48893 0.75144 -1.99831
H -4.02826 -2.82100 -3.98884
H -3.67348 -3.81328 -2.59555
H -2.62648 -2.45826 -3.00153
H -5.66867 1.69449 0.22275
H -3.97933 2.05392 -0.10545
H -4.83532 2.88524 1.18873
H -6.46424 -0.50721 2.13016
H -6.20100 0.60823 3.45063
H -5.45348 -0.97241 3.49248
H -1.79197 1.15513 2.35112
H -2.42156 0.14439 3.63658
H -2.84771 1.83501 3.57651
H -2.09966 -4.46485 -0.65746
H -1.38853 -5.37065 0.66245
H -0.70201 -3.82489 0.21081
H -4.91850 -4.70024 0.86446
H -5.18050 -3.80248 2.35287
H -4.33582 -5.33585 2.38549
H -1.09323 -2.26445 2.92700
H -1.46059 -3.81821 3.64396
H -2.57367 -2.48291 3.84880
N 3.41618 0.54250 2.14303
C 2.69059 -0.25494 2.93351
S 1.08681 -0.57461 2.49555
N 3.22973 -0.71954 4.06047
C 2.61953 -1.54741 5.03613
C 1.87035 -2.66099 4.67293
C 1.30169 -3.45061 5.65602
C 1.48608 -3.14647 6.99558
C 2.26058 -2.05120 7.35413
C 2.83456 -1.25701 6.37987
H 3.04722 0.81571 1.24211
H 4.39365 0.70970 2.32051
H 4.14348 -0.36515 4.32580
H 1.76558 -2.91819 3.63065
H 0.74338 -4.32914 5.37303
H 1.05104 -3.77349 7.75797
H 2.42667 -1.81563 8.39319
H 3.44126 -0.40625 6.65022
O 2.12893 0.93660 -1.06287
C 3.08950 1.64860 -1.81129
C 2.61886 1.97394 -3.20344
C 2.77365 3.11299 -3.93430
C 2.24225 3.00828 -5.23809
C 1.71348 1.78445 -5.49348
S 1.87527 0.72747 -4.14716
C 4.30448 0.77252 -1.96386
C 5.19789 0.68806 -2.99906
C 6.15520 -0.32547 -2.80829
C 5.97213 -1.01036 -1.64253
S 4.62334 -0.42838 -0.75762
C 3.38659 2.91292 -1.05540
C 4.48041 3.26531 -0.32596
C 4.30668 4.48669 0.36220
C 3.07596 5.02992 0.16864
S 2.10809 4.07276 -0.87395
H 3.25638 4.00029 -3.57188
H 2.26674 3.80370 -5.95864
H 1.24080 1.43422 -6.38973
H 5.18421 1.33425 -3.85904
H 6.94686 -0.55241 -3.49978
H 6.56246 -1.81045 -1.24030
H 5.39619 2.70489 -0.31144
H 5.06223 4.93886 0.97618
H 2.68821 5.94527 0.56794
*
```

Löwdin atomic charge list, values in e, 4 entries: 1.32, -0.05, 0.05, -0.34

=====

(3)
Here is a molecular structure, C2H4N4O2 from OMol25. Energies are from ωB97M-V/def2-TZVPD.

HOMO (eV): -8.4
Lowest unoccupied orbital energy (eV): -1.436
Relative energy (zero: lowest compared OMol25 entry of this formula, charge and spin) (kJ/mol): 941.9
Electronic energy (eV): -12183.726
Orbital gap (eV): 6.94

Geometry as ORCA input:
```
! wB97M-V def2-TZVPD RIJCOSX def2/J DEFGRID3
* xyz 0 1
C 0.74863 0.94223 -0.14859
C -1.18409 0.30016 -0.18794
H 3.00307 -0.64548 0.84530
H 1.43700 -1.46091 -0.33649
H -1.67893 -1.62548 -0.40107
H -3.19587 -0.65862 1.15175
N 2.34018 -0.48322 -0.24062
N 2.03820 0.83684 -0.04417
N -1.28466 1.61853 -0.42527
N -2.25875 -0.54543 -0.04150
O 0.02517 2.06096 0.08715
O 0.01005 -0.33958 -0.25856
*
```

Löwdin atomic charge list, values in e, 4 entries: -0.38, -0.58, 0.18, 0.22

=====

- What is the electronic energy in the third record?
  -12183.726 eV

=====

Repeat the third record exactly.
Here is a molecular structure, C2H4N4O2 from OMol25. Energies are from ωB97M-V/def2-TZVPD.

HOMO (eV): -8.4
Lowest unoccupied orbital energy (eV): -1.436
Relative energy (zero: lowest compared OMol25 entry of this formula, charge and spin) (kJ/mol): 941.9
Electronic energy (eV): -12183.726
Orbital gap (eV): 6.94

Geometry as ORCA input:
```
! wB97M-V def2-TZVPD RIJCOSX def2/J DEFGRID3
* xyz 0 1
C 0.74863 0.94223 -0.14859
C -1.18409 0.30016 -0.18794
H 3.00307 -0.64548 0.84530
H 1.43700 -1.46091 -0.33649
H -1.67893 -1.62548 -0.40107
H -3.19587 -0.65862 1.15175
N 2.34018 -0.48322 -0.24062
N 2.03820 0.83684 -0.04417
N -1.28466 1.61853 -0.42527
N -2.25875 -0.54543 -0.04150
O 0.02517 2.06096 0.08715
O 0.01005 -0.33958 -0.25856
*
```

Löwdin atomic charge list, values in e, 4 entries: -0.38, -0.58, 0.18, 0.22

=====

Repeat the first record exactly.
Here is a molecular structure, C23H41BrGaP2 from OMol25. Energies are from ωB97M-V/def2-TZVPD.

HOMO (eV): -9.9
Lowest unoccupied orbital energy (eV): -6.557
Electronic energy (eV): -165502.881
Orbital gap (eV): 3.31

Geometry as ORCA input:
```
! wB97M-V def2-TZVPD RIJCOSX def2/J DEFGRID3
* xyz 1 1
Ga 4.17451 1.42292 -1.23731
C -1.55804 -0.80174 3.93700
C -1.19310 -1.85479 3.04161
C 0.72384 -1.07105 4.07730
C -0.36934 -0.31714 4.56503
C 0.22060 -2.02080 3.13006
C -2.94708 -0.36717 4.19828
H -3.55725 -0.36574 3.27879
H -2.98400 0.64873 4.62241
H -3.44752 -1.04245 4.91960
C -0.24738 0.79855 5.53218
H -1.15206 1.41695 5.54251
H 0.61487 1.42673 5.25554
H -0.08248 0.42390 6.55456
C 2.14589 -0.84767 4.47020
H 2.40736 -1.30984 5.44501
H 2.36498 0.23394 4.54330
H 2.84774 -1.24013 3.72070
C 1.01187 -3.00870 2.37278
H 0.97503 -4.01726 2.83368
H 2.06297 -2.68339 2.33203
H 0.64162 -3.08254 1.33558
C -2.10358 -2.65143 2.18901
H -2.00725 -3.73026 2.39275
H -1.90610 -2.49247 1.11488
H -3.15204 -2.38500 2.36927
C -1.34896 1.57281 0.90846
C -2.63057 1.20903 0.93851
C -3.32074 0.31561 -0.02437
C -2.55477 -0.12211 -1.32173
C -1.45474 -1.13677 -1.17667
C -0.20820 -0.94209 -0.65705
C 0.50388 0.33468 -0.26833
C -0.35455 1.60624 -0.20435
H -4.26919 0.75321 -0.37912
H -2.31583 0.75327 -1.93269
H -3.64547 -0.52740 0.59400
H -0.85219 1.70010 -1.18970
H -0.92969 1.80259 1.88999
H -3.11830 1.34110 1.89884
H 0.28078 2.50641 -0.00741
H 1.07431 0.29040 0.67637
H 0.46430 -1.77978 -0.44379
H 1.29310 0.56388 -1.01690
H -3.36635 -0.57127 -1.93173
H -1.79154 -2.15746 -1.43712
P 0.36165 1.88094 -3.14400
C -0.02770 3.55671 -3.78607
C -0.83111 0.98230 -4.24369
P 2.88998 0.15365 -3.24468
C 1.91540 1.53853 -3.99862
C 1.93469 -1.15437 -4.15603
C 4.30457 0.15866 -4.44522
H 0.79503 4.22904 -3.51971
H -0.96107 3.92883 -3.34350
H -0.12387 3.45679 -4.87233
H -0.63326 1.37398 -5.24653
H -1.87894 1.17453 -3.96860
H -0.66104 -0.09750 -4.22244
H 3.93731 0.34763 -5.46759
H 4.77018 -0.83853 -4.39554
H 5.03386 0.92136 -4.13464
H 2.52225 2.45077 -3.95799
H 1.60158 1.29466 -5.02071
H 2.49856 -2.08795 -4.23429
H 1.70791 -0.83791 -5.18411
H 0.99325 -1.39218 -3.65808
Br 4.91145 0.36546 0.79239
*
```

Löwdin atomic charge list, values in e, 4 entries: 0.17, -0.05, -0.17, -0.12

=====

- The highest electronic energy belongs to which entry?
  C2H4N4O2